Record 1
The following is a quantum chemistry calculation of C4HNO in the gas phase at a distorted geometry, from the Open Molecules 2025 dataset.

Properties
total energy = -7694.87828 eV
LUMO energy = -0.0408 hartree
molar mass = 79.1 g mol⁻¹

Geometry as XYZ:
```
7
Properties=species:S:1:pos:R:3:mulliken_charge:R:1
O 1.681 0.128 0.258 -0.287
C 1.592 -1.074 0.866 -0.230
C 0.420 0.506 0.164 1.547
C -0.735 0.725 -0.057 -0.220
C -2.061 0.985 -0.315 -0.544
N -3.173 1.212 -0.546 -0.442
H 2.521 -1.578 0.560 0.177
```

***

Record 2
The following is a quantum chemistry calculation of C4HNO in the gas phase at a distorted geometry, from the Open Molecules 2025 dataset.

Properties
SMILES = N#CC#CC=O
total energy = -7698.16997 eV
LUMO energy = -0.0455 hartree
molar mass = 79.1 g mol⁻¹

Geometry as XYZ:
```
7
Properties=species:S:1:pos:R:3:mulliken_charge:R:1
O -1.840 -0.964 0.760 -0.375
C -1.642 -0.081 -0.040 -0.089
C -0.277 0.312 -0.339 0.132
C 0.918 0.479 -0.409 0.122
C 2.179 0.129 0.031 0.245
N 3.099 -0.337 0.560 -0.317
H -2.437 0.461 -0.564 0.283
```

***

Record 3
The following is a quantum chemistry calculation of a molecular structure, C4HNO2 at a distorted geometry, from the Open Molecules 2025 dataset.

Properties
total energy = -9745.00221 eV
LUMO energy = -0.0091 hartree
molar mass = 95.1 g mol⁻¹

Geometry as XYZ:
```
8
Properties=species:S:1:pos:R:3:mulliken_charge:R:1
C -0.085 0.137 0.009 0.026
C 1.001 0.571 -0.053 -0.731
C 3.711 -0.880 0.059 0.609
C 2.757 1.377 0.033 0.610
N 3.602 0.335 0.106 -0.254
O 4.181 -1.926 -0.078 -0.316
O 2.827 2.535 -0.058 -0.345
H -0.897 -0.488 0.206 0.401
```

***

Record 4
The following is a quantum chemistry calculation of 2 unconnected molecules or ions with the total composition C4HNO2 at a distorted geometry, from the Open Molecules 2025 dataset.

Properties
total energy = -9744.28837 eV
LUMO energy (alpha / beta) = -0.0696 / -0.0694 hartree
molar mass = 95.1 g mol⁻¹

Geometry as XYZ:
```
8
Properties=species:S:1:pos:R:3:mulliken_charge:R:1
C -1.044 1.879 0.459 0.403
C -0.132 -1.155 -0.637 0.164
C -1.579 0.654 0.336 -0.915
C -2.747 0.155 0.460 0.935
N -0.513 2.879 0.669 -0.442
O -3.689 -0.497 0.561 -0.374
O 0.120 -2.128 -0.085 -0.185
H 0.092 -0.717 -1.499 0.413
```

***

Record 5
The following is a quantum chemistry calculation of 2 unconnected molecules or ions with the total composition C4HNO2 at a distorted geometry, from the Open Molecules 2025 dataset.

Properties
total energy = -9744.54608 eV
LUMO energy (alpha / beta) = -0.0583 / -0.0582 hartree
molar mass = 95.1 g mol⁻¹

Geometry as XYZ:
```
8
Properties=species:S:1:pos:R:3:mulliken_charge:R:1
C 1.582 0.165 -0.889 0.279
C -1.045 -0.988 0.138 0.203
C 0.823 0.656 0.119 -0.469
C -0.062 1.304 0.791 0.776
N 2.029 -0.349 -1.822 -0.484
O -0.829 1.773 1.526 -0.463
O -1.870 -0.949 0.918 -0.174
H -0.628 -1.612 -0.781 0.331
```

***

Record 6
The following is a quantum chemistry calculation of a gas-phase ion, C4HO4 (charge -1) at a distorted geometry, from the Open Molecules 2025 dataset.

Properties
net charge = -1
total energy = -12351.64646 eV
LUMO energy (alpha / beta) = 0.1119 / 0.1120 hartree
molar mass = 113.0 g mol⁻¹

Geometry as XYZ:
```
9
Properties=species:S:1:pos:R:3:mulliken_charge:R:1
C 0.266 -0.599 -0.730 -0.075
C -0.305 -1.298 0.219 -0.118
C 1.959 -1.539 0.319 0.297
C -1.795 -1.494 0.135 0.512
O -2.213 -2.646 -0.061 -0.680
O 3.051 -2.027 0.585 -0.460
O -2.383 -0.396 0.189 -0.644
O 1.701 -0.578 -0.626 -0.234
H -0.243 0.103 -1.310 0.402
```

***

Record 7
The following is a quantum chemistry calculation of 14 unconnected molecules or ions with the total composition C50H100O26 at a distorted geometry, from the Open Molecules 2025 dataset.

Properties
total energy = -106701.99640 eV
LUMO energy = 0.0154 hartree
molar mass = 1117.3 g mol⁻¹

Geometry as XYZ:
```
176
Properties=species:S:1:pos:R:3:mulliken_charge:R:1
C 0.239 3.353 -7.403 -0.364
O 1.642 3.253 -7.314 -0.404
C 2.111 2.436 -6.357 0.638
O 1.457 1.702 -5.624 -0.307
O 3.401 2.490 -6.413 -0.401
C 4.122 1.905 -5.337 -0.370
H -0.218 3.337 -6.418 -0.018
H -0.110 2.490 -7.954 0.289
H -0.049 4.251 -7.934 0.258
H 5.167 2.109 -5.582 0.370
H 3.962 0.850 -5.326 0.289
H 3.880 2.313 -4.359 0.018
C -3.283 -2.989 2.836 -0.262
O -2.121 -3.733 2.478 -0.093
C -2.058 -4.129 1.188 0.674
O -1.071 -4.660 0.768 -0.590
O -3.166 -3.978 0.489 -0.292
C -3.111 -4.431 -0.931 -0.383
H -3.111 -2.659 3.851 -0.177
H -4.181 -3.601 2.719 0.524
H -3.429 -2.093 2.217 -0.065
H -4.113 -4.174 -1.323 0.212
H -2.957 -5.543 -0.835 0.325
H -2.297 -4.066 -1.570 -0.011
C 8.815 -0.996 -5.200 -0.650
O 8.266 -0.912 -3.926 -0.376
C 6.991 -0.593 -3.663 0.721
O 6.131 -0.337 -4.487 -0.552
O 6.838 -0.543 -2.321 -0.396
C 5.590 -0.051 -1.924 0.179
H 8.231 -0.362 -5.880 0.310
H 8.879 -2.046 -5.531 0.254
H 9.812 -0.593 -5.257 0.257
H 5.504 -0.211 -0.813 0.085
H 4.771 -0.634 -2.355 -0.051
H 5.573 0.996 -2.234 0.192
C -3.497 0.775 0.626 0.013
O -4.616 0.166 1.281 0.068
C -4.930 0.557 2.536 0.603
O -4.431 1.479 3.182 -0.651
O -5.828 -0.298 3.054 -0.242
C -6.353 -0.088 4.336 -0.646
H -3.335 0.270 -0.317 -0.547
H -2.609 0.874 1.223 -0.544
H -3.736 1.789 0.265 1.106
H -5.727 -0.327 5.217 0.111
H -7.298 -0.638 4.388 0.297
H -6.579 0.980 4.527 0.331
C 0.239 -0.798 -4.581 0.493
O 0.738 -2.102 -4.473 -0.294
C -0.126 -3.020 -4.143 0.792
O -1.314 -2.799 -3.991 -0.500
O 0.489 -4.228 -4.098 -0.383
C -0.370 -5.342 -3.939 -0.657
H 1.048 -0.070 -4.516 -0.562
H -0.552 -0.576 -3.836 -0.319
H -0.242 -0.680 -5.562 0.496
H 0.187 -6.188 -4.271 0.248
H -1.237 -5.167 -4.568 0.389
H -0.707 -5.341 -2.897 0.148
C -3.851 -1.276 -3.449 -0.389
O -4.798 -0.576 -2.671 -0.291
C -5.565 -1.161 -1.765 0.923
O -5.688 -2.372 -1.632 -0.676
O -6.202 -0.251 -1.074 -0.288
C -7.057 -0.716 -0.031 -0.680
H -3.295 -0.547 -4.032 0.125
H -4.306 -2.065 -4.045 0.492
H -3.097 -1.806 -2.867 -0.002
H -7.472 0.133 0.495 0.231
H -6.602 -1.401 0.683 0.248
H -7.857 -1.304 -0.517 0.357
C 2.040 3.979 -3.085 -0.223
C 2.976 4.457 -1.966 -1.180
C 3.391 3.086 -1.297 0.897
O 3.061 2.067 -2.213 0.396
C 1.790 2.504 -2.717 1.251
H 2.590 4.096 -4.014 0.242
H 1.130 4.598 -3.060 0.386
H 2.436 5.001 -1.207 0.348
H 3.853 5.030 -2.278 0.295
H 2.792 2.928 -0.391 -1.032
H 4.450 3.049 -1.060 0.562
H 1.037 2.557 -1.923 -0.302
H 1.533 1.863 -3.542 -1.636
C -0.850 0.430 5.563 0.323
C -1.631 0.904 6.817 -1.090
C -2.787 -0.104 6.837 -0.570
O -2.874 -0.652 5.527 -0.469
C -2.040 0.012 4.642 0.984
H -0.215 -0.475 5.774 0.192
H -0.235 1.248 5.210 -0.131
H -1.933 1.944 6.735 0.333
H -1.027 0.784 7.711 0.429
H -3.740 0.393 7.003 0.289
H -2.469 -0.915 7.526 0.336
H -2.551 0.888 4.282 -0.134
H -1.797 -0.650 3.802 -0.780
C -3.724 3.333 -2.675 -0.357
C -2.762 2.991 -3.792 -0.777
C -1.570 2.327 -3.064 1.900
O -1.706 2.826 -1.712 0.132
C -2.728 3.731 -1.593 -0.543
H -4.280 2.482 -2.274 -0.160
H -4.460 4.106 -2.915 0.526
H -2.576 3.972 -4.288 0.247
H -3.213 2.375 -4.589 0.489
H -0.590 2.520 -3.505 -0.801
H -1.728 1.253 -3.037 -0.917
H -2.287 4.750 -1.689 0.241
H -3.177 3.618 -0.607 0.339
C 0.446 3.536 2.124 1.616
C -0.983 3.622 1.622 0.259
C -1.824 3.472 2.898 0.594
O -0.883 3.653 3.959 -0.483
C 0.318 4.175 3.454 -0.757
H 1.155 3.956 1.410 0.472
H 0.787 2.503 2.335 -1.391
H -1.432 3.103 0.799 -0.819
H -1.178 4.661 1.336 0.193
H -2.228 2.448 3.007 -0.746
H -2.670 4.176 3.003 0.330
H 1.127 3.857 4.140 0.308
H 0.255 5.257 3.372 0.361
C 3.003 1.127 3.502 1.329
C 3.695 1.607 2.254 0.908
C 4.541 2.792 2.826 -0.686
O 4.895 2.390 4.136 -0.488
C 3.768 1.783 4.676 -0.838
H 2.984 0.057 3.632 0.031
H 1.950 1.456 3.491 -1.073
H 3.000 1.963 1.488 -0.922
H 4.380 0.841 1.869 0.236
H 3.906 3.680 2.881 0.358
H 5.470 2.953 2.354 0.417
H 3.236 2.428 5.341 0.378
H 4.058 0.988 5.376 0.392
C -0.522 -3.217 5.385 -0.492
C 0.319 -2.803 4.151 2.263
C 1.298 -3.984 4.034 -0.465
O 1.205 -4.760 5.171 -0.534
C -0.178 -4.686 5.645 -0.762
H -1.612 -3.076 5.340 -0.017
H -0.146 -2.635 6.216 0.459
H 0.815 -1.877 4.416 -0.148
H -0.254 -2.630 3.231 -1.333
H 2.327 -3.619 4.006 0.238
H 1.112 -4.583 3.143 0.223
H -0.310 -4.989 6.693 0.421
H -0.823 -5.313 5.027 0.279
C -0.392 -0.163 -0.833 2.389
C 0.315 0.660 0.243 1.321
C 0.247 -0.253 1.493 0.349
O -0.845 -1.168 1.260 0.460
C -0.829 -1.453 -0.168 0.547
H 0.247 -0.321 -1.684 -0.431
H -1.225 0.424 -1.258 -1.451
H -0.209 1.612 0.382 -1.140
H 1.321 0.980 -0.049 -0.260
H 0.016 0.323 2.405 -0.407
H 1.121 -0.888 1.625 -0.456
H -1.896 -1.743 -0.294 -0.330
H -0.197 -2.275 -0.470 -0.687
C 2.127 -3.846 0.391 1.046
C 2.139 -3.988 -1.174 -0.488
C 2.556 -2.625 -1.619 1.340
O 3.380 -2.097 -0.596 -0.378
C 3.333 -2.976 0.560 -0.874
H 2.224 -4.832 0.876 0.567
H 1.227 -3.352 0.722 -0.956
H 1.198 -4.352 -1.607 -0.161
H 2.918 -4.763 -1.394 0.473
H 1.734 -1.897 -1.813 -1.367
H 3.193 -2.673 -2.513 0.570
H 3.374 -2.421 1.515 0.134
H 4.258 -3.569 0.506 0.408
```

***

Calculated relative energy (zero: lowest compared OMol25 entry of this formula, charge and spin) in order - 85.1; 9.2; 39.0; 55.5; 49.5; 71.2; 0.0 kcal per mole